Entry 1:
Computed, not measured: a structure of composition C13H19Br2Cl5LiMgN3O9PS3 in a non-equilibrium geometry, with ωB97M-V/def2-TZVPD.

Calculated values
- E_HOMO (eV) = -4.06
- energy (Ha) = -10540.8612
- net charge = -1

```
57
Properties=species:S:1:pos:R:3:forces:R:3
O -2.4193 -0.0016 3.2766 0.53 -0.54 -0.03
C -2.3291 0.0401 2.0692 -0.70 0.49 0.92
O -1.5595 -0.9226 1.4442 -0.08 0.54 -0.34
S -2.4019 -1.9621 0.4321 -0.36 -0.50 -0.06
N -2.9212 1.0787 1.3670 0.85 -0.47 -1.22
S -1.9135 1.7637 0.0735 -0.26 0.15 -0.61
P -4.5685 0.7685 0.7841 -1.43 -0.38 1.11
S -5.7144 0.1608 2.1707 0.91 -0.99 0.73
H -2.5818 -1.2790 -0.7152 0.43 0.47 0.18
H -0.6763 1.4625 0.4851 -0.16 -0.17 0.38
H -5.0858 1.9485 0.1908 0.56 0.18 -0.06
H -4.4871 -0.2336 -0.1927 0.48 0.41 -0.41
Li -1.3542 -1.0494 4.4326 0.65 0.24 0.41
O 1.3027 -1.9190 5.2122 -1.03 -0.81 -0.88
C 2.0500 -1.7185 4.3042 0.04 -0.27 0.02
O 2.1031 -0.5335 3.6477 -0.23 -0.06 -0.18
C 3.0006 -0.6154 2.5377 -0.10 -0.24 0.55
C 3.9389 -1.7741 2.8639 -0.01 -0.16 0.00
C 3.0235 -2.6961 3.6706 0.51 0.48 -0.02
H 2.4110 -0.7935 1.6415 -0.06 -0.08 0.01
H 3.5260 0.3284 2.4398 -0.13 0.11 0.16
H 4.3754 -2.2374 1.9800 -0.08 0.02 -0.05
H 4.7546 -1.4208 3.4957 -0.02 0.06 0.00
H 2.4615 -3.3807 3.0337 -0.07 -0.07 0.12
H 3.5589 -3.2520 4.4350 -0.18 -0.12 0.05
C -0.0708 -5.4756 1.9187 -0.07 -0.06 -0.07
O 0.7191 -5.0981 2.7642 0.03 0.03 -0.01
N -0.2587 -6.8025 1.6323 0.04 0.01 0.01
N -0.8344 -4.6076 1.1884 0.14 -0.14 0.17
H -0.9035 -7.1359 0.9424 -0.02 0.03 0.00
H 0.2860 -7.4633 2.1528 0.01 0.01 0.02
H -0.7218 -3.6274 1.3670 0.08 -0.11 -0.08
H -1.4892 -4.8983 0.4886 -0.01 0.02 -0.01
Br 3.9704 0.0353 -0.2285 0.23 1.38 -0.94
Cl 1.9005 0.2202 6.7022 0.12 0.88 0.59
Mg 3.1772 2.3098 -0.6027 -1.93 -0.91 -0.90
C -10.0659 0.2597 2.9445 0.09 0.02 -0.06
Cl -10.2812 1.9754 3.2785 -0.02 -0.02 0.08
Cl -10.0695 -0.0469 1.2097 -0.08 -0.15 0.11
Cl -8.5975 -0.3661 3.7154 -0.22 0.05 -0.03
H -10.9003 -0.2709 3.3810 -0.02 0.01 -0.01
Br -7.4285 2.2761 0.8381 -0.53 0.98 -0.72
Cl 0.6893 2.7996 -1.6937 2.25 -0.21 0.91
C 2.6389 3.0701 -6.7201 -0.02 0.01 -0.06
C 3.1616 2.7812 -5.5183 -0.14 -0.02 -0.16
C 4.3024 3.5849 -4.9342 0.17 0.23 -0.05
O 4.7271 3.2901 -3.8265 -0.38 -0.29 0.17
C 4.8503 4.6695 -5.7171 0.05 -0.01 0.05
C 4.3275 4.9534 -6.9194 0.19 0.06 0.20
C 3.1709 4.1713 -7.4914 -0.19 -0.21 0.03
O 2.7501 4.5104 -8.5819 0.17 0.16 -0.04
O 4.7766 5.9295 -7.6904 -0.13 -0.04 -0.14
O 2.7155 1.7800 -4.7781 0.19 0.05 0.07
H 1.8226 2.5042 -7.1454 -0.02 -0.02 0.05
H 5.6767 5.2258 -5.2984 0.00 0.02 -0.02
H 4.2188 5.9129 -8.4936 -0.02 0.02 -0.02
H 3.2463 1.7715 -3.9638 -0.03 -0.06 0.05
```
Forces are in eV/Å.

=====

Entry 2:
Computed, not measured: a structure of composition C13H19BrN4O3Pt in a non-equilibrium geometry, with ωB97M-V/def2-TZVPD.

Calculated values
- spin multiplicity = 5
- E_HOMO (spin up / spin down) (eV) = -12.88 / -16.01
- energy (Ha) = -3643.8101
- net charge = +2

```
41
Properties=species:S:1:pos:R:3:forces:R:3
Pt 0.0000 0.0000 0.0000 1.35 -0.36 -2.85
C -1.8197 2.3334 -0.7635 -0.64 0.34 -1.06
O -0.8870 1.8201 0.1742 -0.85 3.13 1.04
C -1.3447 1.9616 1.5169 -0.17 0.05 0.88
C -0.2981 1.3338 2.4288 -0.04 1.41 0.48
O 0.0074 0.0131 1.9906 -0.62 -0.01 3.52
C -0.9134 -0.9738 2.4399 -0.65 -1.06 0.69
C -0.6910 -2.2075 1.5786 0.32 -0.47 0.89
O -0.7662 -1.8716 0.1930 -1.38 -2.61 0.61
C -2.0898 -1.6892 -0.2821 -2.02 -1.12 -0.52
H -1.9941 3.3993 -0.5876 0.09 -0.19 0.15
H -2.7637 1.7831 -0.7053 0.03 0.06 0.06
H -1.4049 2.2079 -1.7672 0.01 0.07 0.33
H -2.3086 1.4533 1.6218 -0.08 0.09 -0.05
H -1.4722 3.0214 1.7622 0.00 -0.15 -0.01
H -0.6139 1.3389 3.4777 -0.02 -0.06 -0.20
H 0.6328 1.9058 2.3519 -0.21 -0.20 0.13
H -1.9434 -0.6206 2.3427 0.08 0.14 0.03
H -0.7196 -1.2003 3.4936 -0.03 -0.03 -0.14
H -1.3959 -3.0089 1.8255 0.03 0.21 -0.04
H 0.3225 -2.5871 1.7463 -0.14 0.02 -0.13
H -2.6872 -2.5899 -0.1112 0.14 -0.03 0.14
H -2.0442 -1.5040 -1.3588 -0.13 -0.35 0.39
H -2.5661 -0.8273 0.1913 -0.15 -0.22 -0.01
N 1.7094 0.9860 0.3480 3.66 3.05 0.23
C 2.7034 1.5622 0.5174 2.49 1.26 0.81
N 3.9517 2.2898 0.6817 -2.01 -1.48 3.48
C 4.2916 2.3712 2.0932 -1.31 -0.46 -4.24
N 4.6007 2.4594 3.2090 0.03 0.03 -0.08
Br -0.7457 -0.0837 -3.2777 0.35 -0.07 -1.47
C 0.8500 -0.9436 -2.7194 0.33 -0.26 0.54
C 1.6420 -1.5684 -3.6725 0.04 -0.05 0.12
C 2.8110 -2.1961 -3.2507 -0.12 0.09 0.04
C 3.1443 -2.1773 -1.9011 -0.27 0.11 0.07
C 2.2905 -1.5279 -1.0239 0.13 -0.12 -0.05
N 1.1511 -0.9108 -1.4027 2.16 -1.75 -4.13
H 1.3639 -1.5714 -4.7205 -0.07 0.08 0.16
H 3.4555 -2.6953 -3.9691 -0.13 0.10 0.08
H 4.0476 -2.6567 -1.5401 -0.15 0.08 0.03
H 2.5075 -1.4858 0.0399 0.07 -0.05 -0.10
H -1.1531 -0.0461 -1.2724 -0.12 0.78 0.17
```
Forces are in eV/Å.

=====

Entry 3:
Computed, not measured: a structure of composition C13H19ClN2O3Zr in a non-equilibrium geometry, with ωB97M-V/def2-TZVPD.

Calculated values
- E_HOMO (eV) = -16.11
- energy (Ha) = -1348.7777
- net charge = +2
- energy relative to the best compared isomer or geometry (same formula, charge and spin) (kcal per mole) = 0.0

```
39
Properties=species:S:1:pos:R:3:forces:R:3
Cl -2.0484 0.5344 -3.2073 0.05 -0.08 0.72
C 0.4140 2.7826 -0.8739 -0.46 0.08 0.62
C 0.0112 2.4485 0.4600 -0.41 0.57 -0.24
C -1.4226 2.5125 0.5183 0.63 0.49 -0.48
H 0.6689 2.2827 1.3132 -0.20 -0.22 -0.37
C -1.9035 2.9501 -0.7632 0.99 0.39 -0.06
C -0.7636 3.0518 -1.6360 -0.73 0.78 0.82
H -0.8149 3.3876 -2.6663 0.09 -0.16 0.15
H 1.4359 2.9062 -1.2299 -0.26 -0.23 0.07
H -2.0615 2.3655 1.3880 0.28 -0.02 -0.13
C -3.3012 3.3640 -1.0653 -0.42 -0.05 -0.34
Zr -0.9137 0.7530 -1.0452 0.18 -0.90 -1.36
C -3.1699 0.0059 -0.5997 -4.65 -2.02 -0.22
O -4.2322 -0.4418 -0.6675 4.36 1.93 0.45
C 0.6410 -0.0468 -2.8778 2.06 -2.42 -2.32
O 1.1427 -0.7142 -3.6683 -1.74 2.50 2.65
H -4.0399 2.7392 -0.5511 0.10 0.16 -0.05
H -3.5073 3.3301 -2.1420 0.04 0.03 0.26
H -3.4507 4.4003 -0.7227 0.09 -0.32 -0.10
C -1.1710 -2.3325 1.4511 -0.36 0.11 -0.10
N 0.2927 -2.3660 1.3681 0.13 0.47 -0.42
C 0.9512 -3.4855 2.0397 0.43 -0.57 0.40
C 0.9046 -1.3811 0.7047 0.14 -0.14 0.02
O 0.1078 -0.5029 0.1366 0.14 -0.27 0.09
N 2.2288 -1.2192 0.5659 -0.79 0.25 -0.24
C 3.2020 -2.2853 0.7543 0.73 -0.64 0.23
C 2.8065 0.0072 -0.0078 -0.04 0.16 -0.09
H -1.4936 -3.2422 1.9625 -0.05 0.32 -0.19
H -1.6264 -2.3044 0.4524 0.11 -0.17 0.22
H -1.5167 -1.4547 2.0174 0.13 -0.30 -0.08
H 1.4003 -4.1909 1.3235 -0.20 0.33 0.34
H 1.6986 -3.1509 2.7730 -0.37 -0.11 -0.31
H 0.1770 -4.0276 2.5802 0.21 0.07 0.01
H 4.1392 -1.9441 0.3090 -0.16 -0.10 0.07
H 3.3961 -2.4827 1.8155 0.03 0.05 -0.40
H 2.9148 -3.2131 0.2398 0.07 0.43 0.17
H 3.2160 -0.1938 -1.0083 -0.07 -0.01 0.27
H 2.0660 0.8057 -0.0835 0.19 -0.27 0.13
H 3.6216 0.3521 0.6429 -0.24 -0.14 -0.18
```
Forces are in eV/Å.

=====

Entry 4:
Computed, not measured: a structure of composition C13H19CoN6S in a non-equilibrium geometry, with ωB97M-V/def2-TZVPD.

Calculated values
- spin multiplicity = 4
- E_HOMO (spin up / spin down) (eV) = -11.37 / -11.40
- energy (Ha) = -2616.0375
- net charge = +1

```
40
Properties=species:S:1:pos:R:3:forces:R:3
Co 1.0700 0.1731 -1.1063 -0.09 -0.11 0.46
N -0.3025 1.5659 -4.7983 -0.02 -0.34 -0.78
C 0.2455 1.3241 -3.5970 -1.12 0.22 -0.54
S 1.2532 -0.0610 -3.3439 0.31 -0.37 -0.26
N -0.1171 2.2262 -2.7101 -0.04 0.86 -0.06
N 0.3776 2.0015 -1.5063 0.18 0.32 0.59
C 0.5519 2.9363 -0.6368 0.48 -1.47 -0.58
C 1.2092 2.4930 0.5734 0.56 0.53 1.69
C 1.3704 3.3747 1.6807 0.62 -1.86 -0.76
C 1.9747 2.8834 2.8383 -1.65 -0.51 -0.67
C 2.2707 1.5426 2.8863 0.78 -1.81 -1.54
C 2.1465 0.6991 1.7365 0.46 1.73 0.90
N 1.6558 1.1947 0.5937 -0.16 0.26 0.69
H -0.2695 0.9097 -5.5816 0.16 0.49 0.69
H -0.8864 2.4003 -4.8600 0.30 -0.52 -0.08
H 0.4143 3.9647 -0.8390 -0.49 0.93 -0.23
H 1.0566 4.3893 1.6492 -0.36 0.59 -0.29
H 1.9170 3.4611 3.7336 0.63 0.47 0.41
H 2.7368 1.0650 3.7172 0.03 0.02 0.77
H 2.5314 -0.3383 1.7728 -0.46 0.74 -0.18
C -1.3913 -1.2946 -1.0084 0.42 -0.34 -0.56
C -2.0812 -2.5765 -0.5477 -2.31 0.38 0.36
N -1.8643 -2.7636 0.9083 0.17 -0.05 -0.95
C -2.0002 -1.4489 1.5484 -0.39 0.02 -0.41
C -0.7898 -0.5757 1.1756 -0.60 1.11 0.65
N -0.2577 -1.0689 -0.0773 1.08 -0.32 -1.41
C 0.4444 -2.3667 0.1247 -0.26 -0.63 0.41
C -0.4921 -3.2685 1.0224 0.49 0.96 1.13
H -2.1053 -0.4745 -0.9630 0.26 0.29 0.09
H -0.9537 -1.3127 -2.0232 -0.49 -0.30 0.30
H -1.7633 -3.4766 -1.0377 0.27 -0.34 -0.41
H -3.1878 -2.4589 -0.7505 1.09 -0.30 0.25
H -2.1215 -1.5257 2.6098 0.26 -0.32 0.72
H -2.9622 -1.0424 1.2252 0.18 0.16 -0.24
H -0.0697 -0.5814 2.0106 0.06 -0.16 -0.63
H -1.0022 0.4897 0.9465 -0.38 -0.47 0.62
H 1.3694 -2.0675 0.6164 0.23 -0.58 0.13
H 0.6765 -2.9139 -0.8243 -0.22 0.92 0.53
H -0.2300 -3.1578 2.1046 0.09 -0.33 -0.84
H -0.4240 -4.3203 0.7369 -0.10 0.16 0.04
```
Forces are in eV/Å.

=====

Entry 5:
Computed, not measured: a structure of composition C13H19F2N6O2Os in a non-equilibrium geometry, with ωB97M-V/def2-TZVPD.

Calculated values
- spin multiplicity = 5
- E_HOMO (spin up / spin down) (eV) = -18.66 / -18.66
- energy (Ha) = -1275.0926
- net charge = +3
- energy relative to the best compared isomer or geometry (same formula, charge and spin) (kcal per mole) = 0.0

```
43
Properties=species:S:1:pos:R:3:forces:R:3
Os -0.0993 -2.2808 -0.8131 0.07 2.05 -0.02
N -0.4429 -1.3752 1.1639 -0.05 -0.65 -0.35
C 0.6499 -0.3743 1.3980 0.19 0.76 -0.47
C 0.4115 0.5315 2.6197 -0.20 -0.12 -0.06
C -0.7407 1.5530 2.6481 0.09 0.30 0.01
C -0.5517 2.9589 2.0225 -0.16 -0.62 -0.06
N 0.7051 3.6178 2.3435 -0.01 -0.20 -0.01
C 0.8538 4.7424 3.0608 0.14 -0.09 -0.09
N 1.9596 5.4607 2.9102 0.00 0.11 0.12
N -0.0756 5.1270 3.9240 -0.12 0.07 0.02
C 0.9226 0.3365 0.0310 0.60 0.70 2.13
O 1.5359 1.3595 -0.0161 -0.41 -0.22 -0.26
O 0.4652 -0.3507 -0.9968 -0.41 -1.47 -1.12
H -1.3486 -0.8988 1.1662 0.00 0.02 0.03
H -0.4773 -2.0438 1.9376 0.01 -0.06 -0.05
H 1.5685 -0.9377 1.5958 -0.08 -0.10 0.02
H 1.3550 1.0216 2.8605 0.06 -0.05 -0.06
H 0.2183 -0.1650 3.4415 0.18 0.06 0.08
H -0.9630 1.7153 3.7040 -0.03 -0.17 0.03
H -1.6569 1.1341 2.2191 -0.05 0.05 0.03
H -1.3821 3.5766 2.3599 -0.01 0.04 -0.13
H -0.6249 2.8933 0.9377 0.04 0.15 -0.04
H 1.4687 3.3470 1.7466 0.21 0.14 -0.05
H 2.6519 5.2409 2.2156 -0.03 -0.04 -0.11
H 2.1251 6.2928 3.4535 0.01 -0.04 0.10
H -0.8592 4.5445 4.1608 0.02 -0.02 -0.02
H 0.0036 5.9948 4.4294 0.03 0.04 -0.02
N -1.3852 -3.3585 -7.9590 0.02 0.03 0.10
C -1.1493 -3.1937 -6.8454 0.00 -0.03 -0.10
C -0.8649 -3.0058 -5.4598 -0.06 -0.03 -0.10
C 0.3757 -2.4971 -5.0524 -0.09 -0.04 0.22
C 0.6110 -2.3297 -3.7095 0.28 0.12 -0.33
N -0.3224 -2.6573 -2.7823 -0.14 -0.10 0.20
C -1.5289 -3.1441 -3.1760 -0.29 -0.26 -0.28
C -1.8333 -3.3337 -4.5005 0.15 0.10 0.23
H 1.1382 -2.2375 -5.7739 0.01 0.00 0.00
H 1.5562 -1.9317 -3.3603 -0.05 0.02 0.07
H -2.2481 -3.4070 -2.4065 0.07 0.01 0.01
H -2.7983 -3.7332 -4.7806 0.01 0.01 -0.04
F 0.3165 -4.2298 1.0250 0.04 -0.05 -0.02
C 0.2544 -4.2745 -0.3270 -0.11 -0.62 0.50
F -0.9052 -4.8581 -0.6947 0.02 -0.01 0.02
H 1.1107 -4.8301 -0.7211 0.02 0.20 -0.13
```
Forces are in eV/Å.

=====

Entry 6:
Computed, not measured: a cluster of 2 separate species, C13H19FN2O3S in total in a non-equilibrium geometry, with ωB97M-V/def2-TZVPD.

Calculated values
- E_HOMO (eV) = -7.41
- energy (Ha) = -1339.9644
- energy relative to the best compared isomer or geometry (same formula, charge and spin) (kcal per mole) = 62.6

```
39
Properties=species:S:1:pos:R:3:forces:R:3
F 1.4795 -1.1767 2.4163 -1.13 1.23 0.01
S 0.4797 0.1366 2.4393 1.23 -0.43 0.24
C -1.0347 -0.7012 2.1527 -0.47 0.11 -0.46
C -2.1090 -0.0544 1.6812 0.90 -0.43 0.46
O 0.5397 0.6253 3.7869 0.02 -0.29 -1.02
O 0.8902 0.9291 1.3170 -0.42 -0.43 0.83
H -0.9920 -1.7676 2.3805 -0.08 0.38 -0.01
H -3.0238 -0.6134 1.5300 -0.05 0.19 0.08
H -2.1155 1.0167 1.4680 0.05 -0.36 0.01
C -6.2967 3.1030 0.9047 -0.20 -0.05 -0.04
C -4.7837 3.0258 0.8484 0.51 -0.38 -0.01
N -4.2125 2.2333 -0.2512 -0.19 -0.24 -0.28
C -3.9183 2.9581 -1.5031 -0.17 -0.37 0.31
C -2.4469 3.3185 -1.6758 -0.07 0.12 -0.01
C -4.3412 0.8399 -0.1723 -0.40 0.39 0.41
C -3.5054 0.0565 -1.0177 0.01 0.61 -1.09
N -3.7449 -1.2804 -1.3096 -0.20 0.10 -0.04
C -4.6944 -2.0407 -0.6487 0.30 -0.12 -0.46
C -4.8399 -3.3855 -0.9409 0.13 -0.02 -0.11
C -4.0496 -4.0002 -1.9071 0.17 -0.11 -0.01
C -3.1357 -3.2105 -2.6141 0.02 0.58 0.25
C -3.0077 -1.8595 -2.3278 -0.65 -0.67 0.50
O -5.1046 0.3514 0.6924 0.45 0.18 -0.20
H -6.5887 3.6460 1.8089 -0.04 0.03 -0.13
H -6.7023 3.6303 0.0351 -0.02 -0.08 0.08
H -6.7157 2.0956 0.9606 0.03 0.22 -0.07
H -4.3536 4.0306 0.7450 -0.02 -0.20 0.20
H -4.4156 2.5733 1.7793 -0.08 0.25 -0.13
H -4.2684 2.3658 -2.3656 0.06 0.18 0.31
H -4.5162 3.8831 -1.4701 0.13 -0.31 -0.15
H -2.3248 3.8541 -2.6249 0.12 -0.05 0.17
H -2.1174 3.9706 -0.8561 0.01 -0.18 -0.20
H -1.8138 2.4239 -1.6918 -0.07 0.23 0.04
H -2.8441 0.5683 -1.7325 -0.34 -0.55 0.51
H -5.3296 -1.5182 0.0576 0.42 0.05 -0.06
H -5.5906 -3.9458 -0.3780 0.27 0.20 -0.25
H -4.1248 -5.0707 -2.1062 -0.03 0.39 0.04
H -2.4955 -3.6247 -3.3899 -0.23 0.05 0.14
H -2.3724 -1.1753 -2.8763 0.04 -0.21 0.16
```
Forces are in eV/Å.